The following is a quantum chemistry calculation of a molecular structure, C67H52AlBrN2P3Si in a non-equilibrium geometry, from OMol25.

Properties
F_max: 1.126 eV Å⁻¹
net charge: +1
frontier orbital gap: 7.9 eV
HOMO level: -0.375 Ha
ΔE to the lowest compared entry with this formula, charge and spin: 74.7 kJ/mol

Geometry as XYZ:
```
127
C67H52AlBrN2P3Si | OMol25 | the ωB97M-V functional and the def2-TZVPD basis
H -1.9906 3.0347 2.3967
H -0.0947 4.7205 -6.4275
C 0.1404 -3.9342 1.8209
H 1.9173 -5.3539 1.7059
C -0.7861 -1.8709 -4.4812
H -4.9892 -0.6935 0.6026
H 0.7903 -3.3763 6.8716
H 2.2907 -1.4998 6.2870
C 5.5188 -2.0950 -2.8825
H 0.5751 4.9537 -4.0536
H -1.5688 -5.3232 2.0236
C 0.2630 4.0888 -0.3246
C 1.4556 -4.4540 1.3166
N 0.5353 9.2141 -1.9614
H 2.2345 -2.8195 -2.5433
C -0.7385 -2.7765 5.4907
C 1.2868 -0.6679 -4.2719
C -0.6010 1.7704 -3.9683
H -1.2624 0.6749 -5.7100
C 1.8473 -1.4472 -5.2696
C -0.4351 -5.1135 -1.1573
H 0.7836 2.6667 1.1428
C -2.5766 0.2101 2.7949
C 3.9022 1.4404 2.2402
C 1.0147 -2.5694 -0.0270
H -0.8225 -3.6254 -2.6552
C 4.4460 0.5633 3.1666
C 2.7459 -0.4069 1.1818
Si -1.9706 -0.6975 0.1231
H -1.3940 -3.6034 5.7360
C -1.1423 -1.8326 4.5558
C -0.8441 4.7269 -0.8913
C -0.7714 6.0329 -1.3329
Br -0.8477 -7.4115 0.3515
P -0.7330 0.4000 -2.7561
C 0.4232 6.7430 -1.2096
H 5.1259 0.9320 3.9244
H 1.8661 0.1278 -3.8142
C -0.2167 -2.6605 -5.4739
H -0.8078 -3.4325 -5.9508
H -3.0599 0.7347 -4.5485
C -0.7440 2.6865 -6.1951
H -0.8862 2.6824 0.6803
C -0.5210 3.5054 5.9209
P -0.7850 0.5265 3.0216
C -1.1382 4.5683 5.2831
C 3.2804 -1.3317 -1.3995
C -0.3934 2.2762 5.2825
C -2.9266 -0.8206 -1.5148
C -3.3560 0.1052 -3.7223
H -5.9259 -1.8658 -2.7580
H 0.0744 1.4606 5.8138
C 0.4901 8.1144 -1.6283
C -2.4943 -0.0861 -2.6408
Al -0.0516 0.7874 -0.2183
C -4.6005 -0.5020 -3.7507
C 3.1829 -2.3367 -2.3628
H 1.5231 -3.0446 -6.6667
C -0.9144 1.6246 -5.3239
H -0.2689 -5.8656 -1.9224
C -2.0351 -3.5564 0.8406
H 0.2794 3.0463 -2.5148
C 0.4876 -2.6514 6.1267
H -0.1391 3.6275 6.9268
H -1.6374 6.5137 -1.7690
H 2.4670 6.6663 -0.5701
H -3.0676 -3.7531 0.5678
H 0.3366 -1.7404 1.8816
C -4.7587 0.1730 3.8440
C 0.1395 4.0293 -4.4123
C -5.3197 -0.2169 2.6370
H 2.8710 -1.2756 -5.5774
H -2.9538 0.6881 4.8579
H 6.3920 -2.4075 -3.4408
C -1.5371 3.1668 3.3736
C -3.3973 0.3882 3.9161
C 1.4553 4.8039 -0.2314
C -1.1208 -4.6904 1.2605
C 4.5006 -0.6770 -1.2276
H -0.9993 2.5659 -7.2403
H 4.5274 -1.4646 3.8592
C 0.1332 2.7277 0.2685
H 2.3279 4.3308 0.2054
H -1.7795 4.1849 -0.9821
C -0.2291 3.8955 -5.7393
H 2.6493 1.6293 0.5063
H -6.3877 -0.3813 2.5656
C -0.3307 -3.7371 -1.6854
H -5.3778 0.3092 4.7216
C -0.3153 -0.7530 4.2440
C 4.1185 -0.7851 3.1219
H -4.4799 -2.1188 -0.7960
C -0.7887 -5.5337 0.0555
C -1.6547 4.3924 4.0057
C -3.1303 -0.2020 1.5658
H 0.0830 -3.9122 2.9097
H 4.6029 0.1213 -0.5072
H -1.8216 -2.0231 -4.2015
C 1.5407 6.1154 -0.6647
C 3.0503 0.9565 1.2578
H 3.0654 -2.3330 2.0867
C 0.9393 -0.6666 4.8480
P 1.8430 -0.9163 -0.3237
C -0.0351 -0.8701 -3.8771
C 0.0278 -2.5332 1.1934
H -2.1067 -1.9321 4.0742
H -1.2293 5.5249 5.7813
H 4.2109 -3.5224 -3.8125
C -1.4149 -2.3849 0.7686
H -2.1572 5.2108 3.5053
C -0.8907 2.0950 3.9962
C 1.9254 -3.7316 0.3091
C 4.3001 -2.7241 -3.0860
C 5.6111 -1.0591 -1.9657
H 2.8207 -3.9443 -0.2596
H 6.5538 -0.5500 -1.8120
N 0.2733 -2.6875 -1.2928
C -4.5156 -0.4058 1.5281
C -0.0422 2.9652 -3.5377
H 1.6108 0.1406 4.5781
C -4.9802 -1.3399 -2.7134
H 4.1490 2.4942 2.2773
H -5.2575 -0.3416 -4.5957
C 1.0934 -2.4448 -5.8744
C 1.3290 -1.5975 5.7990
C 3.2802 -1.2751 2.1319
C -4.1588 -1.4765 -1.6063
```